Entry 1:
This record from the OMol25 dataset describes C41H39N5O3RuS2Si2 as an isolated structure in a non-equilibrium geometry. The level of theory is ωB97M-V/def2-TZVPD.

Geometry as XYZ:
```
93
Properties=species:S:1:pos:R:3:forces:R:3:mulliken_charge:R:1
Ru -0.3296 -0.0524 -0.0779 -1.1665 -0.6445 0.2284 1.5753
N 3.6235 0.5830 2.6628 0.2879 0.3039 0.9698 -0.1060
C 3.6797 1.6522 3.5876 0.4339 -0.6010 -0.4812 -0.3212
C 4.8470 1.9329 4.2689 0.2964 0.0130 0.0960 -0.6901
C 4.8926 2.9853 5.1817 0.1359 -0.1882 -0.1211 -0.5132
C 3.7717 3.7620 5.3894 -0.2632 0.0554 -0.0391 -0.7264
C 2.6048 3.4823 4.6789 -0.1121 0.3197 0.1697 -0.6499
C 2.5608 2.4236 3.7921 -0.6574 0.1723 -0.0198 1.0342
S 1.0526 2.0416 2.9623 -0.1966 -0.7316 0.8832 -0.2549
N 1.5195 0.9479 1.7402 -2.6730 1.2141 -0.0400 -0.4558
C 2.6214 0.3877 1.7590 2.2025 -1.0970 -0.3755 0.1776
C 2.9619 -0.5269 0.6258 0.4207 0.4880 1.1857 0.4227
C 4.2010 -1.0905 0.4748 1.0313 -0.4307 -0.0997 -0.7397
C 4.4955 -1.7803 -0.6984 0.5578 0.1485 0.7206 -0.9583
C 3.5344 -1.8632 -1.6591 -0.5528 -0.1161 -0.5169 -1.0503
C 2.2961 -1.3036 -1.3866 -0.2789 -0.1749 -0.0218 -1.0397
N 2.0159 -0.6686 -0.2502 -0.6675 -0.2713 -1.9316 1.2517
H 4.4871 0.1149 2.4860 0.1412 -0.0233 0.0484 -0.0553
H 5.7282 1.3210 4.0909 -0.0734 0.0663 0.0358 0.3820
H 5.8103 3.1915 5.7158 0.0097 -0.0149 0.0062 0.3732
H 3.7948 4.5834 6.0952 -0.0221 -0.0326 -0.0462 0.3770
H 1.7101 4.0900 4.8194 0.2141 -0.1165 -0.0144 0.4263
H 4.9633 -1.0051 1.2401 0.0116 -0.1016 -0.1793 0.4769
H 5.4702 -2.2298 -0.8430 -0.0141 0.0227 0.0568 0.4094
H 3.7026 -2.3828 -2.5941 -0.0580 0.0647 0.0609 0.5021
H 1.4813 -1.3775 -2.0926 -0.0131 0.0277 0.0238 0.4052
C -3.1454 -1.7970 1.6699 -0.3293 -0.4728 -0.2118 -1.4135
Si -1.6617 -0.6607 1.8584 0.1569 0.8247 -0.1372 1.4127
C -0.6992 -1.5907 3.1793 0.2972 -0.0248 0.2845 -1.2681
C -2.4730 0.9087 2.5288 -0.1612 0.2797 0.4307 0.4027
C -3.2990 0.8955 3.6679 0.0829 0.1504 -0.0551 -0.6834
C -3.9511 2.0455 4.0981 0.0712 0.0071 -0.1468 -0.7103
C -3.7872 3.2372 3.3880 0.1309 -0.1347 -0.1471 -0.7838
C -2.9704 3.2625 2.2593 -0.0334 -0.0430 0.1646 -0.7858
C -2.3027 2.1093 1.8151 -0.1565 0.0819 0.3318 0.3914
Si -1.2143 2.1247 0.2524 -0.1458 -0.7906 0.1274 1.7740
C 0.0528 3.4996 0.4922 0.4822 0.2841 -0.1051 -1.3696
C -2.3062 2.9112 -1.0569 -0.3927 0.0520 -0.4776 -1.5262
H -3.7193 -1.7678 2.6113 0.1590 -0.0419 -0.2453 0.5723
H -2.8177 -2.8387 1.5036 -0.1904 0.2694 0.0622 0.2718
H -3.8016 -1.5031 0.8416 0.0850 -0.0722 0.2430 0.2039
H -1.3982 -1.9526 3.9489 0.1577 0.0541 -0.1043 0.3297
H 0.0796 -0.9984 3.6733 -0.0700 -0.0509 -0.0802 0.2747
H -0.2309 -2.4629 2.7041 -0.0595 0.0977 0.1428 0.2101
H -3.4328 -0.0300 4.2339 0.0224 0.1836 -0.1378 0.2788
H -4.5944 2.0157 4.9738 0.0747 0.0214 -0.0610 0.3666
H -4.2995 4.1380 3.7118 0.0280 -0.0388 -0.0084 0.3709
H -2.8445 4.2019 1.7151 -0.0625 -0.1807 0.1080 0.2610
H -0.4537 4.3640 0.9542 0.1384 -0.1847 -0.0757 0.4417
H 0.4449 3.8033 -0.4842 -0.1346 0.0425 0.0591 0.2615
H 0.8999 3.2175 1.1296 -0.3962 0.5143 -0.6991 0.3662
H -2.3023 4.0036 -0.9101 -0.0803 -0.2553 -0.0388 0.4476
H -3.3486 2.5569 -0.9988 0.2888 0.0955 -0.0612 0.2971
H -1.9200 2.7011 -2.0653 -0.0702 0.1793 0.2637 0.3102
O -2.0933 -1.4838 -0.9138 0.5441 1.0274 -0.1352 -0.8225
C -1.4773 -2.5464 -0.7800 0.4424 -0.3151 0.0995 0.8393
N -0.2632 -2.5933 -0.2168 -0.0941 -0.1603 -0.2190 -0.1208
S 0.3239 -4.1043 -0.1750 -0.0380 -0.0333 -0.0907 1.0975
O 0.5252 -4.5451 1.1800 0.0165 -0.0431 0.0150 -0.7511
O 1.4288 -4.2772 -1.0889 -0.0178 0.0544 0.0819 -0.7171
C -1.1188 -4.8799 -0.8756 0.0851 -0.3040 0.0431 0.1717
C -1.3909 -6.2154 -1.1156 0.2257 0.0869 0.0534 -0.8350
C -2.6231 -6.5211 -1.6777 -0.0765 -0.0132 -0.0238 -0.4966
C -3.5376 -5.5175 -1.9931 -0.0329 0.1274 0.0066 -0.7728
C -3.2403 -4.1786 -1.7481 -0.2842 -0.1356 -0.1820 -0.3835
C -2.0198 -3.8869 -1.1816 0.1036 0.3747 0.1544 -0.0332
H -0.6674 -6.9913 -0.8817 -0.1090 0.1209 0.0066 0.4788
H -2.8782 -7.5565 -1.8703 0.0000 0.0337 -0.0181 0.3966
H -4.4924 -5.7874 -2.4309 0.0625 0.0286 0.0183 0.4070
H -3.9274 -3.3749 -1.9909 0.0292 -0.0968 0.0228 0.4972
C 2.8746 3.2138 -3.6525 -0.0966 -0.0811 -0.0388 -0.7884
C 2.7924 2.8627 -2.3084 -0.0785 -0.0948 0.0683 -1.1068
C 1.8236 1.9829 -1.8443 -0.0695 -0.0388 -0.3957 -0.3446
C 0.8633 1.3844 -2.7018 -0.4135 -0.0093 -0.1212 0.1307
C 0.9545 1.7794 -4.0666 0.2000 0.0912 0.1284 -0.8975
C 1.9331 2.6610 -4.5164 -0.0960 -0.0828 0.0246 -0.5987
N -0.1202 0.5222 -2.2165 0.6494 0.5401 -0.4691 2.1905
C -0.9463 -0.0759 -3.2125 0.3843 0.0752 0.2593 -0.8940
C -2.3161 0.1728 -3.2866 -0.1295 -0.0179 0.0851 -0.1596
C -3.1120 -0.4361 -4.2496 0.0491 -0.0600 0.0205 -0.6579
C -2.5618 -1.3170 -5.1759 0.0202 0.1137 0.0968 -0.6798
C -1.1988 -1.5812 -5.1137 0.1201 0.0908 0.1347 -0.9228
C -0.4078 -0.9653 -4.1475 -0.0353 -0.3189 -0.0723 0.1465
H 3.6316 3.9053 -4.0104 -0.0888 -0.0855 0.0415 0.3731
H 3.4950 3.2955 -1.5974 -0.1170 -0.0794 -0.0461 0.3974
H 1.7678 1.7678 -0.7951 -0.0089 -0.0574 0.3232 0.5929
H 0.2372 1.3912 -4.7759 0.0145 0.0535 -0.0301 0.3693
H 1.9495 2.9313 -5.5723 -0.0303 -0.0666 0.1615 0.3672
H -2.7563 0.8294 -2.5495 -0.0360 -0.0321 -0.0344 -0.0152
H -4.1778 -0.2290 -4.2680 0.0716 0.0136 0.0024 0.3864
H -3.1824 -1.7880 -5.9301 0.0225 0.0092 0.0508 0.3572
H -0.7466 -2.2735 -5.8168 -0.0048 0.0345 0.0462 0.4022
H 0.6547 -1.1871 -4.0968 -0.0701 0.0505 -0.0922 0.4395
```
Positions in Å, forces in eV/Å.

Net charge ... -1
Expectation value of S² ... 0.77
Spin multiplicity ... 2
E_tot ... -3555.6093 a.u.
Frontier orbital gap (spin up / spin down) ... 6.09 / 6.01 eV
Relative energy (zero: lowest compared OMol25 entry of this formula, charge and spin) ... 50.5 kcal per mole
Highest occupied orbital energy (spin up / spin down) ... -0.1448 / -0.1419 hartree

=====

Entry 2:
This record from the OMol25 dataset describes a 2-piece molecular cluster, C8H17N2O overall in a non-equilibrium geometry. The level of theory is ωB97M-V/def2-TZVPD.

Geometry as XYZ:
```
28
Properties=species:S:1:pos:R:3:forces:R:3:mulliken_charge:R:1
C -2.4333 0.0657 0.2683 -2.8823 1.0918 3.2721 -0.1628
C -0.4783 1.4325 -0.9369 3.1473 4.2543 2.2551 -0.5493
C -0.7266 1.9312 1.0610 -1.1184 -3.6580 0.0896 -0.6521
C 0.2263 0.9488 0.3766 1.9613 -0.6030 -0.0740 1.1385
C 2.4437 0.6005 -0.7547 0.8410 0.5250 -1.1743 -1.3850
C -0.0016 -2.8925 0.3722 0.3046 -4.1663 0.8798 -0.9567
C 1.8254 1.1029 0.5085 -1.4966 0.0004 2.7528 -0.0912
C -0.1127 -0.5120 0.7359 -1.0918 2.9849 1.4693 -1.2095
N -3.2009 -0.3338 -0.6876 0.5180 -1.7493 -3.0380 -0.2525
N 0.3254 -1.5211 0.0395 1.2179 -2.0662 -2.2015 0.0571
O -1.5087 1.9867 -0.1509 -1.3366 0.6890 0.4936 -0.4083
H -3.1138 0.1994 1.2341 2.3807 -0.0581 -1.2577 0.2277
H -0.0232 2.3160 -1.5064 -0.0014 -1.3725 0.7356 0.3786
H -0.6464 0.6931 -1.5766 -1.6739 -3.0731 -2.8701 0.3839
H -1.2770 1.4888 1.9318 0.1838 0.5290 -0.7343 0.1611
H -0.3390 2.8262 1.3437 1.1835 2.8000 0.4930 0.4307
H 3.0595 -0.2547 -0.6199 0.1385 -1.2410 0.4290 0.3876
H 3.2182 1.2364 -1.2086 -0.7990 0.4539 -0.0765 0.3287
H 1.6493 0.3563 -1.4690 0.5574 0.2471 -0.3868 0.3248
H 0.8693 -3.6507 0.6057 -0.8281 2.2108 -0.1979 0.3274
H -0.6850 -3.0644 1.2589 0.7750 1.1142 -0.9059 0.3298
H -0.4746 -3.5640 -0.4073 0.1394 1.6509 0.0628 0.3305
H 2.0253 2.2089 0.8100 0.0220 -2.0788 -0.5556 0.3290
H 2.1141 0.3342 1.3704 -0.3588 2.1949 -1.3803 0.2262
H -0.5190 -0.6043 1.7574 0.4021 -0.6729 -0.5953 0.4913
H -4.2031 -0.2202 -0.5666 0.1437 -0.6626 -0.3010 0.2711
H 0.9325 -1.3573 -0.8201 -1.2425 -0.3189 1.7084 0.2930
H -2.7932 -0.7081 -1.5832 -1.0868 0.9744 1.1084 0.2504
```
Positions in Å, forces in eV/Å.

Net charge ... +1
Expectation value of S² ... 2.01
Spin multiplicity ... 3
E_tot ... -499.2198 a.u.
Frontier orbital gap (spin up / spin down) ... 5.69 / 8.27 eV
Relative energy (zero: lowest compared OMol25 entry of this formula, charge and spin) ... 63.7 kcal per mole
Highest occupied orbital energy (spin up / spin down) ... -0.3335 / -0.5105 hartree

=====

Entry 3:
This record from the OMol25 dataset describes a 2-piece molecular cluster, C4H12 overall in a non-equilibrium geometry. The level of theory is ωB97M-V/def2-TZVPD.

Geometry as XYZ:
```
16
Properties=species:S:1:pos:R:3:forces:R:3:mulliken_charge:R:1
C -1.0636 0.0801 -2.4900 0.9180 0.7683 -0.1969 -0.8683
C -0.7366 -1.1893 -1.7356 -0.2081 -0.2924 -0.2005 -0.7709
H -0.6996 0.9855 -2.0035 -0.1466 -0.0416 0.5304 0.2725
H -0.4965 0.1288 -3.4109 -0.0967 -0.2992 -0.5524 0.2837
H -2.1056 0.2490 -2.7221 -0.3173 -0.2555 0.0461 0.2906
H -1.1062 -2.0556 -2.2836 -0.3524 -0.0647 0.1442 0.3222
H -1.1531 -1.1750 -0.7315 -0.0486 -0.1842 0.0531 0.1944
H 0.3290 -1.3876 -1.6718 0.2461 0.3634 0.1760 0.2726
C 1.1079 -0.0809 1.7355 -0.3435 0.5763 -0.6053 -0.4737
C 0.6802 1.1124 2.5789 -0.2899 0.5052 0.3745 -0.8928
H 1.4560 -0.9678 2.2473 0.2131 0.0357 0.3246 0.3305
H 0.2832 -0.3764 1.0919 -0.2082 -0.2399 0.0778 -0.0354
H 1.8556 0.2807 1.0325 0.3533 -0.2605 0.0242 0.2474
H 0.0665 1.7822 1.9654 0.1303 -0.0533 0.0338 0.2667
H 1.5161 1.7218 2.9381 0.0378 -0.2482 -0.0618 0.2745
H 0.0667 0.8923 3.4593 0.1127 -0.3096 -0.1678 0.2860
```
Positions in Å, forces in eV/Å.

Net charge ... 0
E_tot ... -159.5782 a.u.
Frontier orbital gap ... 12.77 eV
Relative energy (zero: lowest compared OMol25 entry of this formula, charge and spin) ... 4.2 kcal per mole
Highest occupied orbital energy ... -0.4285 hartree

=====

Entry 4:
This record from the OMol25 dataset describes one molecule with the formula C17H24ClN3O3S in a non-equilibrium geometry. The level of theory is ωB97M-V/def2-TZVPD.

Geometry as XYZ:
```
49
Properties=species:S:1:pos:R:3:forces:R:3:mulliken_charge:R:1
O 1.4594 0.6723 -2.8050 0.3677 0.2951 0.1577 -0.5944
C 0.6351 -0.2114 -2.9092 -0.6686 -0.2604 -0.3462 0.5802
N 0.9009 -1.5302 -2.7793 -0.1323 -0.4272 -0.0323 -0.0657
H 0.1244 -2.1681 -2.8392 0.0032 0.1480 -0.0446 0.3622
C 2.1576 -2.0988 -2.3114 0.0860 0.0775 0.0689 -0.0700
C 3.3892 -1.5489 -3.0612 0.0572 0.1204 -0.0493 -1.0586
H 3.0914 -0.9333 -3.9066 0.0255 -0.0655 -0.0805 0.3480
H 3.9886 -2.3810 -3.4333 0.0212 -0.0269 -0.0177 0.3856
C 4.1743 -0.7506 -2.0219 0.1218 -0.0826 -0.0429 -0.4781
H 5.2336 -0.6821 -2.2651 0.0517 0.0593 -0.0068 0.4102
H 3.7566 0.2530 -1.9542 0.0379 0.0355 -0.0046 0.2071
C 3.9067 -1.5058 -0.7245 -0.0475 0.0695 0.0034 -0.9246
H 4.4840 -2.4330 -0.7033 0.0699 -0.0275 0.0473 0.3164
H 4.1505 -0.9240 0.1623 0.0663 -0.0382 0.0865 0.3921
C 2.4146 -1.8129 -0.8154 0.0757 -0.0884 0.0396 -0.2910
H 1.8444 -0.9365 -0.5060 -0.0406 -0.0150 -0.0281 -0.0968
H 2.1153 -2.6473 -0.1820 -0.0887 0.0056 0.0457 0.4793
H 2.0709 -3.1757 -2.4826 -0.0102 0.1302 0.0110 0.4815
C -0.8455 0.0974 -3.1762 0.0092 0.2033 0.0491 -1.4785
N -1.6214 0.2558 -1.9534 -0.0265 -0.0467 -0.0686 0.0263
C -1.8085 -0.9800 -1.2129 -0.3044 0.0040 0.1744 -0.0200
C -2.7965 -0.7286 -0.0749 0.0704 -0.7175 -0.2438 -1.4515
N -2.3001 0.3032 0.8114 0.5777 -0.3549 0.8008 0.1475
S -1.0732 -0.2031 1.8448 -0.4336 0.3400 0.3422 1.4972
O 0.2461 0.0032 1.3127 -0.0321 0.2962 0.0823 -0.5776
O -1.4157 -1.5240 2.2824 -0.2621 -0.0577 0.0378 -0.7780
C -1.3315 0.9513 3.1885 0.1863 -0.2511 -0.4617 -0.3625
C -2.5151 0.8765 3.8982 -0.0660 0.0049 0.1038 -0.4194
C -2.7477 1.7641 4.9332 0.0595 -0.0222 -0.0396 -0.7566
C -1.7831 2.7168 5.2377 0.1306 -0.1839 -0.2734 0.4160
C -0.5931 2.7898 4.5265 -0.1339 -0.0081 0.1041 -0.7717
C -0.3701 1.8955 3.4931 0.0879 -0.0846 -0.1058 0.0237
H 0.5435 1.9130 2.9198 0.1240 0.0657 -0.0353 0.5146
H 0.1445 3.5342 4.7813 0.0448 0.0602 0.0291 0.4201
Cl -2.0691 3.8264 6.5237 -0.0446 0.1596 0.1835 -0.2009
H -3.6629 1.7231 5.5024 -0.0656 0.0022 0.0497 0.4159
H -3.2338 0.1181 3.6341 -0.1830 -0.0563 0.0332 0.4169
C -2.0097 1.5289 0.0965 0.3279 0.4811 -0.3063 -1.1808
C -1.0765 1.2972 -1.0917 -0.0420 0.1946 0.1562 -0.1876
H -0.9919 2.2146 -1.6778 0.0440 0.0113 0.0492 0.4553
H -0.0805 1.0360 -0.7090 -0.0882 0.1139 -0.1458 0.1589
H -1.5546 2.2263 0.8019 -0.0604 0.1766 -0.1148 0.3941
H -2.9640 1.9380 -0.2486 0.0583 0.0073 0.0822 0.4201
H -2.9308 -1.6302 0.5225 -0.1441 -0.0211 -0.1727 0.5047
H -3.7588 -0.3961 -0.4736 0.0536 0.0041 0.0566 0.4193
H -2.2156 -1.7358 -1.8904 0.0487 -0.0417 0.0214 0.5267
H -0.8726 -1.3551 -0.7645 -0.0577 -0.0663 -0.1397 0.1046
H -0.8982 1.0439 -3.7206 0.1123 -0.1353 -0.0373 0.4929
H -1.3110 -0.6863 -3.7791 0.0131 0.0132 -0.0179 0.4467
```
Positions in Å, forces in eV/Å.

Net charge ... 0
E_tot ... -1910.5679 a.u.
Frontier orbital gap ... 8.92 eV
Relative energy (zero: lowest compared OMol25 entry of this formula, charge and spin) ... 38.7 kcal per mole
Highest occupied orbital energy ... -0.3138 hartree